[1]
52
Properties=species:S:1:pos:R:3 method="wB97M-V/def2-TZVPD" e_lumo_ev=-8.8 orbital_gap_ev=5.415 e_tot_ev=-205411.5454 charge=+2 e_above_lowest_kcal_mol=0.00 largest_force_ev_per_a=0.43
Tc 0.33662 -0.10418 0.18571
C -6.34971 2.06939 -0.94952
C -5.50508 1.70900 0.28133
C -4.52439 2.85587 0.54367
C -6.41381 1.55274 1.50951
C -4.78402 0.38947 0.02610
C -5.53864 -0.76455 -0.28056
C -4.95441 -1.98786 -0.50403
C -3.56372 -2.07027 -0.43579
S -2.55455 -3.45538 -0.67634
C -1.17997 -2.49815 -0.39517
N -1.42633 -1.23564 -0.11369
C -2.79374 -0.94886 -0.13771
C -3.41056 0.28088 0.10440
C 0.20918 -2.89401 -0.52772
C 0.62112 -4.18042 -0.81886
C 1.97108 -4.43302 -1.04366
C 2.89671 -3.40099 -0.99077
C 2.49144 -2.11519 -0.66487
C 1.14847 -1.83932 -0.39568
H -6.86187 3.01788 -0.78242
H -7.11296 1.31871 -1.15426
H -5.72532 2.17001 -1.83985
H -5.08383 3.77931 0.69605
H -3.85837 3.00443 -0.31453
H -3.92139 2.68233 1.43963
H -6.94016 2.48828 1.70442
H -5.83298 1.29677 2.39831
H -7.16547 0.77728 1.35963
H -6.61622 -0.69118 -0.33765
H -5.55534 -2.85786 -0.73264
H -2.81239 1.13039 0.39371
H -0.09809 -4.98730 -0.89212
H 2.29402 -5.43769 -1.28169
H 3.93996 -3.59473 -1.19982
H 3.23836 -1.33460 -0.64182
Cl -2.35706 -0.39202 2.90278
C -0.69424 -0.19715 3.22621
C 0.22737 0.00129 2.18156
C 1.55027 0.17921 2.58206
Cl 2.61801 0.40660 1.21309
C 2.04192 0.13743 3.86373
Cl 3.70181 0.32934 4.18451
C 1.09428 -0.06124 4.87722
Cl 1.60661 -0.10322 6.49031
C -0.26568 -0.22220 4.55422
Cl -1.39072 -0.45873 5.81556
S -1.13003 4.53260 -2.12904
As -1.30075 5.05273 -0.21267
S 0.66106 2.22793 -0.43289
S -0.72018 1.12521 -1.36348
S -0.27848 3.27926 1.04629

[2]
45
Properties=species:S:1:pos:R:3 method="wB97M-V/def2-TZVPD" e_lumo_ev=0.5 orbital_gap_ev=7.309 e_tot_ev=-46040.9562 charge=0 e_above_lowest_kcal_mol=19.30 largest_force_ev_per_a=0.51
Pd 0.10401 -1.43755 0.11088
O 3.17243 -1.96533 -0.80197
C 3.79176 -1.00284 0.01740
C 3.18884 -0.91472 1.39696
C 3.97153 -0.47085 2.46063
C 3.41821 -0.36146 3.71849
C 2.08946 -0.72560 3.89212
C 1.38668 -1.16947 2.79186
N 1.90970 -1.24913 1.55994
H 2.27979 -2.06406 -0.42853
H 3.71743 -0.00334 -0.42570
H 4.84956 -1.25958 0.11391
H 5.00979 -0.22178 2.28362
H 4.01268 -0.01546 4.55427
H 1.60767 -0.67864 4.85856
H 0.35443 -1.48409 2.88438
C 0.26557 1.36343 -2.39276
P 0.56679 1.91568 -0.71166
C -0.95708 1.72111 0.23409
C 0.81257 3.70241 -0.85676
O 1.70239 1.21495 -0.05604
H -0.60449 1.84513 -2.84070
H 0.12640 0.28163 -2.37012
H 1.15300 1.59758 -2.98153
H -1.84320 2.03891 -0.31404
H -0.87155 2.28196 1.16517
H -1.01911 0.65072 0.48716
H -0.04708 4.19405 -1.31431
H 1.69856 3.89297 -1.46234
H 0.97599 4.11691 0.13825
S -0.84302 -3.35960 -0.85798
C -1.77246 -1.90327 -0.82519
N -2.02706 -1.21646 -2.00213
C -3.14555 -0.32097 -2.21772
C -4.30173 -0.67860 -1.30013
C -3.77822 -0.73022 0.12459
N -2.65750 -1.64424 0.20991
H -1.55358 -1.60282 -2.79868
H -3.44401 -0.39275 -3.26403
H -2.85718 0.72435 -2.03938
H -4.70957 -1.65212 -1.57984
H -5.09379 0.06688 -1.38494
H -4.54971 -1.06867 0.81610
H -3.48656 0.28051 0.43682
H -2.60282 -2.29558 0.97137

[3]
42
Properties=species:S:1:pos:R:3 method="wB97M-V/def2-TZVPD" e_lumo_ev=2.7 orbital_gap_ev=8.259 e_tot_ev=-50140.9705 charge=-1 e_above_lowest_kcal_mol=0.00 largest_force_ev_per_a=8.93
O 63.00500 75.86600 31.70400
H 63.68100 76.02900 31.07200
C 64.93900 76.16200 34.61900
C 66.09600 75.38200 34.10900
O 65.99100 74.13300 34.69800
C 65.02500 74.08200 35.66000
O 64.82100 73.19300 36.31600
O 64.34100 75.24600 35.57200
F 67.26700 76.13500 34.55600
H 64.21300 76.20300 33.78500
H 65.07000 77.11700 35.09600
H 66.13300 75.33700 32.93000
C 62.51800 72.83700 33.19400
C 62.33200 72.63600 31.68900
O 60.92500 72.72300 31.58300
C 60.30300 72.76000 32.72200
O 59.11600 72.77900 32.96200
O 61.18600 72.94300 33.65100
F 62.73700 71.38600 31.27300
H 63.01700 73.61400 33.27600
H 62.91900 71.93600 33.62200
H 62.83100 73.28700 30.98100
C 60.22800 76.53800 33.71400
C 60.81600 78.02700 33.55000
O 60.68800 78.53100 34.83900
C 60.29600 77.57900 35.69400
O 60.07400 77.81200 36.91400
O 59.97200 76.54200 35.03400
F 60.11800 78.82500 32.58500
H 61.01900 75.67300 33.33600
H 59.26400 76.16600 33.20300
H 61.86500 77.97100 33.41600
C 61.03900 75.35000 29.26700
C 61.39400 76.83300 28.94800
O 60.42300 77.22300 28.05200
C 59.57600 76.30400 27.85400
O 58.62900 76.36300 27.13100
O 59.87800 75.17400 28.49500
F 62.56200 76.94500 28.37200
H 60.88800 75.02900 30.20800
H 61.85100 74.83400 29.02500
H 61.28700 77.25700 30.01900

Please write out number 1 again, unchanged.
52
Properties=species:S:1:pos:R:3 method="wB97M-V/def2-TZVPD" e_lumo_ev=-8.8 orbital_gap_ev=5.415 e_tot_ev=-205411.5454 charge=+2 e_above_lowest_kcal_mol=0.00 largest_force_ev_per_a=0.43
Tc 0.33662 -0.10418 0.18571
C -6.34971 2.06939 -0.94952
C -5.50508 1.70900 0.28133
C -4.52439 2.85587 0.54367
C -6.41381 1.55274 1.50951
C -4.78402 0.38947 0.02610
C -5.53864 -0.76455 -0.28056
C -4.95441 -1.98786 -0.50403
C -3.56372 -2.07027 -0.43579
S -2.55455 -3.45538 -0.67634
C -1.17997 -2.49815 -0.39517
N -1.42633 -1.23564 -0.11369
C -2.79374 -0.94886 -0.13771
C -3.41056 0.28088 0.10440
C 0.20918 -2.89401 -0.52772
C 0.62112 -4.18042 -0.81886
C 1.97108 -4.43302 -1.04366
C 2.89671 -3.40099 -0.99077
C 2.49144 -2.11519 -0.66487
C 1.14847 -1.83932 -0.39568
H -6.86187 3.01788 -0.78242
H -7.11296 1.31871 -1.15426
H -5.72532 2.17001 -1.83985
H -5.08383 3.77931 0.69605
H -3.85837 3.00443 -0.31453
H -3.92139 2.68233 1.43963
H -6.94016 2.48828 1.70442
H -5.83298 1.29677 2.39831
H -7.16547 0.77728 1.35963
H -6.61622 -0.69118 -0.33765
H -5.55534 -2.85786 -0.73264
H -2.81239 1.13039 0.39371
H -0.09809 -4.98730 -0.89212
H 2.29402 -5.43769 -1.28169
H 3.93996 -3.59473 -1.19982
H 3.23836 -1.33460 -0.64182
Cl -2.35706 -0.39202 2.90278
C -0.69424 -0.19715 3.22621
C 0.22737 0.00129 2.18156
C 1.55027 0.17921 2.58206
Cl 2.61801 0.40660 1.21309
C 2.04192 0.13743 3.86373
Cl 3.70181 0.32934 4.18451
C 1.09428 -0.06124 4.87722
Cl 1.60661 -0.10322 6.49031
C -0.26568 -0.22220 4.55422
Cl -1.39072 -0.45873 5.81556
S -1.13003 4.53260 -2.12904
As -1.30075 5.05273 -0.21267
S 0.66106 2.22793 -0.43289
S -0.72018 1.12521 -1.36348
S -0.27848 3.27926 1.04629